Record 1
Entry from the Open Molecules 2025 dataset: a molecular structure, C45H43CdFN5O3P2S (wB97M-V/def2-TZVPD).

Results
HOMO ... -8.84 eV
ΔE to the lowest compared entry with this formula, charge and spin ... 0.00 kcal per mole
Total charge ... +1

Cartesian coordinates (Å):
Cd: 1.23 0.04 0.93
S: 2.37 2.28 0.82
C: 0.74 2.91 0.81
C: 0.44 4.28 0.74
C: -0.88 4.67 0.74
C: -1.89 3.72 0.81
C: -1.51 2.39 0.89
N: -0.24 2.00 0.89
H: 1.24 5.00 0.70
H: -1.12 5.73 0.69
H: -2.94 3.99 0.82
H: -2.24 1.59 0.98
N: 1.64 -1.68 3.79
P: 2.28 -0.11 4.14
C: 2.87 -0.30 5.85
C: 2.04 -0.70 6.89
C: 2.54 -0.86 8.17
C: 3.89 -0.62 8.42
C: 4.73 -0.22 7.39
C: 4.22 -0.06 6.10
C: 0.76 0.88 4.39
C: 0.88 2.14 4.98
C: -0.22 2.96 5.12
C: -1.47 2.55 4.68
C: -1.60 1.31 4.08
C: -0.49 0.48 3.92
P: 1.99 -2.15 2.18
C: 3.75 -2.54 2.27
C: 4.60 -2.05 1.29
C: 5.96 -2.32 1.35
C: 6.47 -3.09 2.39
C: 5.62 -3.57 3.38
C: 4.27 -3.30 3.32
C: 1.16 -3.73 1.97
C: 1.77 -4.69 1.17
C: 1.14 -5.90 0.92
C: -0.11 -6.15 1.47
C: -0.73 -5.19 2.25
C: -0.10 -3.98 2.50
H: 0.69 -1.88 4.10
H: 0.98 -0.87 6.71
H: 1.89 -1.18 8.98
H: 4.29 -0.75 9.42
H: 5.77 -0.03 7.58
H: 4.87 0.25 5.30
H: 1.85 2.47 5.34
H: -0.11 3.93 5.59
H: -2.33 3.19 4.79
H: -2.56 0.98 3.71
H: -0.63 -0.45 3.39
H: 4.21 -1.43 0.49
H: 6.63 -1.93 0.59
H: 7.53 -3.29 2.44
H: 6.02 -4.16 4.20
H: 3.60 -3.67 4.10
H: 2.75 -4.51 0.75
H: 1.62 -6.64 0.30
H: -0.61 -7.09 1.27
H: -1.72 -5.37 2.66
H: -0.63 -3.24 3.08
C: -4.16 -2.01 -4.64
C: -4.35 -1.00 -3.51
N: -3.09 -0.61 -2.88
C: -2.75 -1.16 -1.69
C: -1.59 -0.97 -1.01
C: -1.52 -1.61 0.38
O: -2.28 -2.54 0.60
O: -0.74 -1.04 1.21
C: -0.56 -0.21 -1.66
O: 0.63 -0.12 -1.32
C: -0.97 0.49 -2.89
C: -0.09 1.42 -3.45
C: -0.44 2.09 -4.58
F: 0.40 3.02 -5.09
C: -1.66 1.86 -5.23
C: -2.54 0.94 -4.68
C: -2.22 0.27 -3.48
N: -2.03 2.51 -6.44
C: -3.29 3.23 -6.48
C: -3.98 2.88 -7.81
N: -2.89 2.52 -8.79
C: -1.72 3.44 -8.64
C: -1.03 3.12 -7.31
H: -5.12 -2.27 -5.08
H: -3.70 -2.92 -4.26
H: -3.51 -1.62 -5.42
H: -4.97 -1.43 -2.73
H: -4.87 -0.10 -3.85
H: -3.49 -1.82 -1.24
H: 0.86 1.61 -2.96
H: -3.46 0.72 -5.19
H: -3.13 4.32 -6.41
H: -3.92 2.95 -5.65
H: -4.54 3.71 -8.23
H: -4.63 2.01 -7.73
H: -3.25 2.51 -9.75
H: -2.58 1.57 -8.56
H: -2.13 4.45 -8.67
H: -1.06 3.30 -9.50
H: -0.60 4.04 -6.92
H: -0.22 2.41 -7.46

These are the Löwdin partial charges, in e, on atoms 1 to 2: Cd 1.164; S 0.426



Record 2
Entry from the Open Molecules 2025 dataset: a molecular structure, C36H52CoN4O9P3S2 in a non-equilibrium geometry (wB97M-V/def2-TZVPD).

Results
HOMO (alpha / beta) ... -6.25 / -7.00 eV
<S²> ... 6.066
2S+1 ... 5

Cartesian coordinates (Å):
Co: -0.05 0.85 -0.10
C: 1.58 3.44 1.54
C: 0.13 3.54 2.01
C: -0.60 4.63 1.23
P: -0.67 1.87 1.83
C: -2.32 2.11 2.66
C: -3.37 2.45 1.60
C: -2.76 0.89 3.46
C: 0.39 0.94 2.96
C: 0.51 1.24 4.32
C: 1.53 0.71 5.07
C: 2.51 -0.03 4.43
C: 2.42 -0.33 3.08
C: 1.30 0.06 2.32
N: 1.09 -0.27 0.99
C: 1.81 -1.30 0.40
C: 2.34 -2.41 1.09
C: 3.19 -3.30 0.47
C: 3.51 -3.17 -0.88
C: 2.90 -2.16 -1.60
C: 2.05 -1.24 -0.99
P: 1.14 0.06 -1.87
C: 2.51 1.10 -2.57
C: 1.96 2.42 -3.11
C: 3.54 1.35 -1.47
C: 0.47 -0.95 -3.29
C: -0.34 -2.11 -2.73
C: -0.37 -0.12 -4.26
H: 2.07 4.41 1.63
H: 1.61 3.15 0.48
H: 2.15 2.71 2.12
H: 0.11 3.77 3.08
H: -0.68 4.37 0.18
H: -0.03 5.57 1.31
H: -1.60 4.82 1.63
H: -2.19 2.97 3.33
H: -3.59 1.56 1.00
H: -3.02 3.23 0.92
H: -4.29 2.78 2.07
H: -2.91 0.04 2.79
H: -3.72 1.10 3.95
H: -2.04 0.60 4.22
H: -0.21 1.91 4.78
H: 1.61 0.92 6.13
H: 3.38 -0.37 4.98
H: 3.25 -0.83 2.60
H: 2.06 -2.58 2.12
H: 3.62 -4.12 1.04
H: 4.19 -3.86 -1.35
H: 3.11 -2.07 -2.67
H: 2.98 0.53 -3.39
H: 1.37 2.93 -2.35
H: 1.32 2.29 -3.97
H: 2.79 3.08 -3.39
H: 3.05 1.75 -0.58
H: 4.28 2.08 -1.80
H: 4.05 0.44 -1.18
H: 1.34 -1.33 -3.83
H: -1.11 -1.74 -2.04
H: 0.30 -2.81 -2.18
H: -0.83 -2.66 -3.53
H: -1.21 0.36 -3.75
H: -0.78 -0.77 -5.04
H: 0.21 0.66 -4.75
O: -5.57 2.61 -4.95
N: -5.77 1.57 -4.34
O: -6.72 0.84 -4.54
C: -4.82 1.19 -3.31
C: -5.08 0.10 -2.52
C: -4.16 -0.26 -1.53
C: -2.91 0.41 -1.37
O: -1.99 -0.08 -0.59
C: -2.72 1.57 -2.18
C: -3.66 1.94 -3.14
N: -1.57 2.34 -2.09
O: -0.87 2.32 -0.97
O: -1.21 3.08 -3.04
N: -4.48 -1.31 -0.69
O: -5.29 -2.22 -0.87
O: -3.86 -1.24 0.58
H: -5.98 -0.48 -2.65
H: -3.47 2.81 -3.74
C: -2.56 -5.43 -0.88
C: -1.31 -6.12 -0.36
C: -0.18 -6.05 -1.37
O: -0.86 -5.59 0.91
P: -0.61 -4.01 1.18
S: -2.65 -3.43 1.89
S: -2.35 -1.87 0.57
O: 0.19 -4.03 2.55
C: 0.56 -5.04 3.51
C: -0.57 -6.00 3.87
C: 1.79 -5.76 3.01
H: -2.94 -5.98 -1.74
H: -2.34 -4.41 -1.19
H: -3.34 -5.41 -0.11
H: -1.54 -7.17 -0.13
H: 0.06 -5.00 -1.58
H: -0.46 -6.54 -2.30
H: 0.71 -6.53 -0.97
H: 0.81 -4.46 4.40
H: -0.76 -6.70 3.07
H: -1.49 -5.45 4.08
H: -0.29 -6.56 4.77
H: 1.55 -6.32 2.10
H: 2.16 -6.46 3.76
H: 2.58 -5.04 2.78

These are the Löwdin partial charges, in e, on atoms 1 to 2: Co 0.258; C -0.100



Record 3
Entry from the Open Molecules 2025 dataset: a molecular structure, C13H23BeN2O2P in a non-equilibrium geometry (wB97M-V/def2-TZVPD).

Results
HOMO ... -6.99 eV
ΔE to the lowest compared entry with this formula, charge and spin ... 49.03 kcal per mole

Cartesian coordinates (Å):
C: 1.87 -3.16 -1.18
C: 2.63 -2.13 -0.67
C: 2.02 -1.06 -0.01
C: 0.64 -1.11 0.23
C: -0.15 -2.12 -0.33
C: 0.48 -3.17 -1.02
C: 2.92 0.03 0.54
C: 2.51 1.51 0.57
N: 1.22 1.84 0.00
Be: -0.13 -0.02 1.31
C: -1.67 -2.13 -0.19
P: -2.42 -0.50 -0.15
H: 3.72 -2.12 -0.77
H: -0.16 -3.96 -1.42
H: 2.34 -3.97 -1.73
H: -1.96 -2.56 0.79
H: -2.11 -2.70 -1.02
H: 3.17 -0.24 1.58
H: 3.87 -0.03 -0.02
H: 2.51 1.81 1.63
C: -4.06 -0.49 0.56
C: -2.37 0.25 -1.77
H: 3.29 2.13 0.07
C: 1.07 1.70 -1.42
C: 0.70 3.09 0.52
H: -1.56 0.43 1.19
H: 1.73 2.40 -1.96
H: 1.30 0.68 -1.74
H: 0.02 1.89 -1.69
H: 1.28 3.95 0.14
H: -0.36 3.20 0.26
H: 0.75 3.07 1.62
H: -3.23 -0.18 -2.31
H: -2.44 1.35 -1.74
H: -1.42 -0.02 -2.28
H: -4.75 -1.12 -0.02
H: -3.98 -0.82 1.61
H: -4.42 0.56 0.57
H: -0.99 0.86 0.75
O: -1.39 1.73 3.07
N: -0.64 0.93 3.63
O: 0.18 0.22 2.78

These are the Löwdin partial charges, in e, on atoms 1 to 2: C -0.086; C -0.055



Record 4
Entry from the Open Molecules 2025 dataset: 7 unconnected molecules or ions with the total composition C38H57IN2O21 in a non-equilibrium geometry (wB97M-V/def2-TZVPD).

Results
HOMO ... -8.65 eV
Structure (SMILES) ... CNCN(COc1cc(C)ccc1C(C)C)C(=O)OI.C[C@@H]1COC(=O)O1.C[C@@H]1COC(=O)O1.C[C@@H]1COC(=O)O1.C[C@@H]1COC(=O)O1.C[C@@H]1COC(=O)O1.C[C@@H]1COC(=O)O1

Cartesian coordinates (Å):
C: 0.30 -2.22 3.06
N: 0.54 -1.25 1.98
C: -0.63 -0.99 1.16
N: -1.49 -0.01 1.84
C: -2.86 -0.43 2.03
O: -3.77 0.03 1.03
C: -4.82 0.80 1.49
C: -4.58 2.10 1.93
C: -5.60 2.90 2.42
C: -5.32 4.30 2.89
C: -6.89 2.38 2.44
C: -7.12 1.09 2.00
C: -6.10 0.26 1.52
C: -6.46 -1.15 1.10
C: -5.74 -1.69 -0.12
C: -6.23 -2.12 2.29
C: -1.33 1.27 1.29
O: -1.42 1.58 0.15
O: -0.94 2.24 2.15
I: -0.71 1.79 4.09
H: -0.70 -2.63 3.00
H: 0.40 -1.75 4.03
H: 1.03 -3.02 3.01
H: 1.29 -1.57 1.38
H: -0.26 -0.54 0.24
H: -1.18 -1.88 0.89
H: -2.88 -1.51 2.01
H: -3.24 -0.13 3.01
H: -3.58 2.51 1.92
H: -4.82 4.84 2.09
H: -4.69 4.30 3.77
H: -6.23 4.81 3.14
H: -7.72 2.97 2.79
H: -8.12 0.70 2.03
H: -7.51 -1.12 0.83
H: -5.86 -1.06 -1.00
H: -4.68 -1.84 0.05
H: -6.15 -2.67 -0.36
H: -7.02 -2.85 2.38
H: -5.29 -2.61 2.11
H: -6.14 -1.57 3.21
C: 2.28 1.53 2.13
C: 3.17 2.69 1.82
C: 4.37 2.38 0.96
O: 5.30 3.39 1.37
C: 5.00 3.74 2.64
O: 5.68 4.44 3.33
O: 3.82 3.20 3.01
H: 1.51 1.82 2.85
H: 1.81 1.15 1.23
H: 2.84 0.71 2.60
H: 2.59 3.51 1.39
H: 4.18 2.44 -0.10
H: 4.81 1.40 1.20
C: 3.82 5.15 -2.35
C: 4.02 4.43 -3.66
C: 2.95 4.69 -4.69
O: 2.99 3.48 -5.47
C: 3.42 2.49 -4.67
O: 3.39 1.33 -4.93
O: 3.89 3.00 -3.50
H: 4.58 4.85 -1.62
H: 3.88 6.23 -2.49
H: 2.85 4.91 -1.92
H: 5.01 4.63 -4.07
H: 3.14 5.56 -5.32
H: 1.95 4.78 -4.25
C: -3.64 -7.01 -0.89
C: -3.64 -5.59 -0.41
C: -2.38 -4.80 -0.68
O: -2.41 -3.83 0.38
C: -3.09 -4.38 1.42
O: -3.14 -3.90 2.51
O: -3.71 -5.51 1.03
H: -4.55 -7.52 -0.59
H: -3.57 -7.04 -1.98
H: -2.80 -7.56 -0.47
H: -4.51 -5.05 -0.80
H: -2.36 -4.31 -1.64
H: -1.48 -5.41 -0.56
C: 0.92 -0.96 -3.02
C: 1.91 -1.42 -1.98
C: 3.24 -1.91 -2.51
O: 3.65 -2.82 -1.47
C: 2.53 -3.30 -0.89
O: 2.50 -4.21 -0.12
O: 1.44 -2.61 -1.30
H: -0.03 -0.71 -2.56
H: 1.30 -0.08 -3.54
H: 0.74 -1.75 -3.75
H: 2.05 -0.64 -1.22
H: 3.97 -1.12 -2.63
H: 3.13 -2.47 -3.44
C: 1.03 6.06 3.00
C: 1.52 6.93 1.87
C: 0.67 8.15 1.60
O: 0.91 8.39 0.21
C: 1.20 7.20 -0.36
O: 1.21 7.02 -1.54
O: 1.42 6.26 0.59
H: 1.65 5.17 3.11
H: 1.05 6.61 3.94
H: 0.01 5.73 2.81
H: 2.56 7.23 2.02
H: 0.95 9.02 2.19
H: -0.40 7.95 1.73
C: 5.90 -7.53 -2.34
C: 5.14 -6.97 -3.52
C: 4.54 -5.60 -3.32
O: 3.43 -5.63 -4.23
C: 3.04 -6.92 -4.36
O: 2.04 -7.27 -4.90
O: 3.95 -7.74 -3.80
H: 6.22 -8.55 -2.54
H: 6.77 -6.92 -2.14
H: 5.26 -7.55 -1.45
H: 5.76 -6.99 -4.42
H: 5.22 -4.79 -3.56
H: 4.15 -5.46 -2.31

These are the Löwdin partial charges, in e, on atoms 1 to 2: C -0.084; N -0.073



no.,energy (eV)
1,-97647.468
2,-149719.650
3,-30614.240
4,-94409.978